No. 1
51
Properties=species:S:1:pos:R:3 method="wB97M-V/def2-TZVPD" spin_multiplicity=5 total_charge=-1 homo_lumo_gap_ev="2.821 / 5.460" homo_ha="-0.0058 / -0.1059" de_lowest_kj_mol=29.1 lumo_ha="0.0979 / 0.0948"
O 2.1053 -0.5786 0.2556
H 3.8068 -1.5503 2.7413
H -1.3774 -0.0854 -3.1081
C -4.2912 -0.2913 2.2626
C 4.3909 0.3815 -0.0595
C 1.4001 2.1373 -0.4586
C 3.7267 -0.7418 0.6300
C 0.6830 -0.7820 -2.4878
H 3.6053 -2.9096 0.5781
H 4.3055 -2.1564 -0.8849
C 0.6175 2.4850 0.6466
H 2.5080 2.2365 -0.5210
H -1.6757 1.9535 -1.7298
H 4.4022 0.1376 -1.1293
H -1.5943 2.6560 0.8879
H 5.4205 0.3952 0.3263
C -4.4473 -0.7339 -0.7381
C 1.0731 -1.7084 -1.4940
O -1.9111 -0.0230 0.6893
H 5.2302 -2.1482 0.6366
H -3.8577 2.3729 -0.6975
H 1.5212 -1.8734 1.9109
H 3.6263 0.2617 2.5920
H 0.9880 2.8476 1.6141
H 2.0973 -2.1144 -1.3613
C -0.7373 -0.6904 -2.4646
H -4.1112 -0.4674 -1.7506
H -5.5183 -0.4884 -0.6762
C 1.9152 -0.8133 1.7750
C -0.0778 -2.1219 -0.7876
H -2.2372 -1.7474 -1.1805
C -4.1117 2.0066 0.3056
C 4.2089 -2.0894 0.1986
H -5.2090 2.0257 0.3987
H 1.1534 0.0440 2.1699
C -1.1905 -1.5309 -1.4153
H 1.3625 -0.2216 -3.1337
C 3.3991 -0.7158 2.1474
H 3.9146 1.3483 0.0727
H 0.8695 1.7850 -2.6099
C 0.5584 1.8920 -1.5771
Si -3.5117 0.2235 0.6191
H -5.3851 -0.1506 2.2603
H -0.0979 -2.7551 0.1047
H -4.0749 -1.3468 2.4648
Os -0.0008 0.0430 -0.6894
H -4.3547 -1.8222 -0.6235
H -3.7053 2.7171 1.0388
H -3.8675 0.3102 3.0799
C -0.7421 2.4075 0.2806
C -0.8017 1.9901 -1.1088


No. 2
75
Properties=species:S:1:pos:R:3 method="wB97M-V/def2-TZVPD" total_charge=+1 homo_lumo_gap_ev="4.861 / 4.858" homo_ha="-0.4144 / -0.4141" de_lowest_kj_mol=350.0 lumo_ha="-0.2358 / -0.2356"
F -4.9035 -2.0651 1.1197
C 3.2471 2.0218 0.6381
C 0.8513 -3.4380 -0.6044
C 0.1225 4.0756 1.6198
H 1.6821 4.6547 -1.9150
Si 2.2286 2.4221 -0.8550
H -3.6326 1.6872 -0.7371
Cl 2.2226 -7.1496 -0.1733
H -0.3266 4.7157 2.3848
O 1.4419 -1.2784 1.6224
O -0.8123 -4.4573 1.5200
H -0.1219 4.5219 0.6551
H 2.2786 4.8329 -0.2507
C -3.2355 2.4001 -1.4534
H -2.6075 3.2411 2.8909
F -0.8156 -1.6047 3.9181
C 1.3165 -5.7998 -0.7067
O 3.3763 -1.3112 2.7508
H -0.4575 0.4610 -3.6555
C -0.0935 -3.6539 -1.5786
F 0.6938 -3.1044 3.4983
As -0.1522 1.1001 -0.1935
Cl -1.6490 -5.0112 -3.3006
C -3.9880 -1.8087 0.2193
C -0.4246 -4.8759 -2.1165
H -2.8991 3.0597 1.1662
H 1.9757 0.5293 -2.5077
F -1.1104 -3.6575 4.5447
H 1.2004 4.1092 1.7692
C -1.4636 0.7930 -3.3945
H 2.2142 2.0803 -3.2899
H 2.9454 -0.6473 -1.3705
S -1.4827 -3.3111 2.0260
H 4.2948 2.1667 0.3447
H 2.8624 -2.2645 -1.0773
C -0.7841 3.6564 -2.6451
N -1.2612 -2.0282 1.0041
Si -0.6176 2.3698 1.8447
O -2.1511 0.0104 -0.0110
H -2.9744 1.6431 2.2342
O -2.8669 -3.3462 2.3720
H 4.3632 -1.5352 0.4770
O -2.8743 -0.4974 2.2903
C -2.4541 2.5765 2.0349
S -2.4839 -0.9884 1.0140
C -0.6025 -2.8759 3.6034
Cl -0.8039 -2.1285 -2.0831
C 0.2949 -5.9770 -1.6448
C 2.3479 4.2477 -1.1642
H -3.3127 3.4083 -1.0433
N 2.6716 -1.3424 -0.6845
H 3.1492 1.0087 1.0088
C 2.7702 -1.2725 1.7208
H 3.5955 1.2816 -2.5561
H 0.1433 3.5352 -3.2041
H 3.3716 4.3622 -1.5477
H -1.8910 1.2732 -4.2800
F -4.4807 -0.9462 -0.6690
Cl -0.0618 -7.5341 -2.2551
Si -1.4945 2.0484 -2.0176
H -0.6527 4.4075 -1.8687
C 0.2011 1.4014 3.1974
H 0.0346 1.9142 4.1491
F -3.6199 -2.9112 -0.4159
N 3.4325 -1.1417 0.4927
C 1.5937 -4.5284 -0.1958
H -3.8661 2.3667 -2.3474
H -2.0838 -0.0755 -3.1732
H 3.0387 2.7247 1.4432
H -0.2103 0.3955 3.2807
Cl 2.8681 -4.3187 0.9521
C 2.5225 1.4697 -2.4403
Ru 0.6214 -1.4525 -0.0846
H -1.5292 4.0507 -3.3437
H 1.2789 1.3144 3.0478


No. 3
74
Properties=species:S:1:pos:R:3 method="wB97M-V/def2-TZVPD" homo_lumo_gap_ev=5.041 homo_ha=-0.3520 lumo_ha=-0.1667
H -6.9084 7.0215 -2.2273
F -8.5334 2.2687 -3.7039
H -10.0326 5.7260 -9.6200
H -4.6199 8.6191 -8.7315
F -12.3798 6.7563 -1.5781
C -8.5687 14.3182 -6.8356
B -5.9303 4.2630 -1.4777
F -6.7156 3.1338 -1.5674
N -9.1698 14.3107 -8.0512
H -8.3873 7.7696 -2.1514
H -11.0739 15.2514 -7.9311
H -10.1216 15.5592 -9.4405
N -8.4109 4.9055 -2.9481
F -4.1614 9.6213 -3.0176
F -7.7772 3.4802 -5.4097
O -8.7106 6.3860 -4.8000
C -6.5453 11.0809 -7.2169
C -5.9303 10.3716 -8.2641
F -10.8266 7.6657 -2.9118
C -7.4380 12.2742 -7.4426
B -11.5718 7.9010 -1.7326
H -11.5629 4.7222 -9.7426
C -7.7098 7.3452 -2.8969
B -4.9286 9.9747 -1.9223
F -6.0889 10.6608 -2.3502
H -9.5355 5.9436 -7.2050
C -9.6571 4.7826 -2.0340
C -5.6694 9.3458 -5.7326
F -12.2983 9.0790 -1.8097
F -6.5466 5.1609 -0.5954
H -7.0809 13.3483 -5.6256
N -9.3152 4.9498 -7.1743
F -5.2041 8.8862 -1.1266
C -8.2593 6.2200 -3.7004
C -6.3841 10.5120 -5.9523
F -5.7351 4.8896 -2.7485
H -7.8742 4.8587 -8.6922
H -3.2432 7.6515 -7.1607
H -3.5531 7.9766 -5.4749
H -7.1921 5.3929 -7.2075
H -9.5301 3.7920 -1.5985
H -10.5743 4.8774 -2.6022
H -6.9581 10.8876 -5.1136
H -8.5438 4.1652 -3.6465
F -10.6680 8.1314 -0.6737
B -8.7940 2.5896 -5.0208
F -4.6592 4.0000 -0.9926
H -10.0132 4.0106 -10.1146
H -8.7529 15.2140 -6.2626
C -8.1452 12.3238 -8.6607
H -5.5472 9.0058 -4.7072
H -4.6452 6.8426 -6.3243
F -8.8254 1.4675 -5.8694
C -10.3855 4.3561 -8.0565
C -10.0984 15.4661 -8.3566
O -11.1628 3.6618 -7.5086
F -4.1475 10.8424 -1.1223
C -7.6701 13.3100 -6.5325
C -8.8595 13.4484 -9.0259
H -8.1465 11.5048 -9.3657
N -4.9695 8.8207 -6.7363
F -9.9593 3.3565 -5.0966
C -5.1545 9.2303 -8.0209
H -9.6185 16.3832 -8.0231
H -6.0782 10.6591 -9.2955
H -9.3883 13.5934 -9.9558
C -4.0366 7.7412 -6.4230
H -7.7018 3.6331 -7.4839
C -7.9139 4.6915 -7.6131
H -9.4646 5.4338 -1.1846
H -7.4951 4.6663 -2.5398
H -9.5675 4.5452 -6.2531
C -10.5075 4.7531 -9.4858
H -7.3749 8.1156 -3.5882


No. 4
78
Properties=species:S:1:pos:R:3 method="wB97M-V/def2-TZVPD" homo_lumo_gap_ev=11.089 homo_ha=-0.3958 lumo_ha=0.0117 smiles="COC(=O)OC.COC(=O)OC.COC(=O)OC.COC(=O)OC.ClC(Cl)Cl.ClC(Cl)Cl.ClC(Cl)Cl.ClC(Cl)Cl.ClC(Cl)Cl.ClC(Cl)Cl"
Cl -3.5769 1.2944 1.2162
Cl 2.6371 -3.4736 -0.8585
H -1.9612 -0.6888 4.4999
Cl 5.3681 -2.5973 -0.3771
H 3.4239 -1.5547 0.3184
C -4.1450 -0.3841 -5.2887
H 0.1073 0.7966 -3.1253
H -3.6811 -1.2348 -2.1782
O -0.0503 -0.3192 5.0338
H 1.5172 -0.4859 2.4788
O 1.1433 -0.3730 0.4640
H -2.7013 0.0577 -2.8809
C 0.1669 4.3002 -0.0789
H -4.5420 0.0404 -7.7695
Cl 0.5211 -4.1106 1.5831
H 3.9152 1.3344 3.3253
Cl -1.4007 -3.0013 -1.5628
H -5.7633 -1.1386 -7.2719
O -4.3976 0.7959 -5.3212
H 3.9945 -1.1997 4.9884
O -4.0608 -1.3172 -6.2552
O -3.7648 -1.0150 -4.1973
C 0.3237 -0.2482 -2.9023
H -4.4765 0.2257 -2.6945
C -1.2633 -1.0005 5.2770
Cl -3.3840 5.2466 -3.1815
C -4.7009 -0.9954 -7.4694
H -3.9292 3.2549 -4.2041
O 1.0766 -1.6765 6.5025
Cl 0.3055 4.0223 1.6662
C 3.9480 2.3049 2.8301
H 5.0107 2.4983 2.9761
C 3.4728 -0.4087 5.5272
O 0.9297 -0.4801 -1.6345
C -3.6613 -0.4551 -2.9397
O 4.8324 0.4180 1.1256
Cl -1.4462 4.7907 -0.5788
Cl 3.6726 -3.2691 1.9324
H 5.4500 1.0631 -1.5308
H -4.4756 -1.6497 -8.3116
H 1.0486 -0.6089 -3.6321
Cl -1.6796 2.6964 -3.4182
C 1.0514 -0.8326 5.5956
C 3.7455 -2.5934 0.2427
Cl -1.5676 -4.1972 -4.2067
O 3.8437 1.7117 -0.6160
H -0.0330 0.1989 2.0471
O 2.0962 -0.1975 5.0573
Cl -1.8295 1.5950 3.3579
Cl -2.3308 -4.7816 2.0986
H 0.4680 3.4020 -0.6180
H 1.4301 1.1597 1.8542
H 4.0821 -0.1336 -1.7058
H -0.7681 -3.8951 3.5286
H -0.5443 -0.9034 -2.9750
Cl -4.1938 2.8885 -1.8870
H 4.0370 0.5146 5.3956
C 0.4705 0.1255 -0.5654
Cl -0.9896 -5.8907 -1.9075
H 3.6359 -0.6892 6.5677
H 3.3833 3.0406 3.4028
Cl -1.4232 -2.0194 2.3138
C 1.0161 0.1563 1.7545
C 4.3725 0.9109 -1.5934
Cl 1.3338 5.4999 -0.5422
H 0.3251 -4.0872 -2.6033
C -0.7510 -4.2595 -2.6226
C -0.9804 -3.6953 2.4783
C 4.1723 1.3541 0.6876
H -1.7082 -0.9828 6.2719
H -1.0821 -2.0569 5.0785
H 4.0213 1.3513 -2.5266
C -2.8392 2.4767 2.1638
Cl -4.0279 3.3406 3.1366
O -0.2619 1.1233 -0.5271
H -2.2791 3.2300 1.6098
C -3.3366 3.4486 -3.3100
O 3.6573 2.2326 1.4817


Across the entries above, electronic energy takes the values -1233.652698 -8215.046363 -2771.368191 -9890.138549 a.u., respectively.
Across the entries above, max |F| takes the values 6.2 3.2 2.7 3.9 eV Å⁻¹, respectively.